Entry 1:
Density functional theory data (the ωB97M-V functional and the def2-TZVPD basis) for an isolated molecule of C10H19NO2S.

Element x y z (Å)
C1 -0.195 1.467 5.018
C2 0.187 2.359 3.843
C3 -0.450 1.923 2.523
C4 0.078 0.585 2.011
C5 -0.489 0.242 0.636
C6 0.027 -1.105 0.134
C7 -0.494 -1.421 -1.253
N1 -0.034 -0.526 -2.251
C8 -0.160 -1.136 -3.547
C9 0.633 -0.367 -4.583
O1 1.633 0.253 -4.351
O2 0.114 -0.498 -5.804
C10 0.404 -2.580 -3.473
S1 0.036 -3.160 -1.790
H1 -1.277 1.414 5.120
H2 0.216 1.865 5.943
H3 0.189 0.459 4.885
H4 1.273 2.368 3.732
H5 -0.131 3.382 4.060
H6 -1.534 1.859 2.650
H7 -0.251 2.688 1.769
H8 -0.187 -0.210 2.711
H9 1.168 0.628 1.952
H10 -0.217 1.020 -0.080
H11 -1.580 0.211 0.689
H12 -0.284 -1.900 0.814
H13 1.120 -1.098 0.108
H14 -1.588 -1.453 -1.269
H15 0.932 -0.245 -2.095
H16 -1.217 -1.172 -3.834
H17 0.653 -0.027 -6.460
H18 -0.061 -3.242 -4.199
H19 1.487 -2.584 -3.608

Properties
ΔE to the lowest compared entry with this formula, charge and spin = 0.0 kcal per mole
HOMO = -8.596 eV
Lowest unoccupied orbital energy = 0.63 eV
Spin multiplicity = 1
E = -27099.5119 eV

Entry 2:
Density functional theory data (the ωB97M-V functional and the def2-TZVPD basis) for a structure of composition C12H13N3O4ReS4Sb.

Element x y z (Å)
Re1 -0.153 -0.163 0.139
S1 -3.894 -1.952 1.104
Sb1 -3.393 0.051 0.178
S2 -1.630 1.077 1.475
S3 -1.500 -0.585 -1.521
C1 -3.196 -4.874 -2.033
C2 -1.810 -4.344 -1.779
C3 -1.075 -3.721 -2.788
C4 0.165 -3.159 -2.525
C5 0.682 -3.239 -1.241
C6 0.002 -3.908 -0.234
C7 -1.242 -4.448 -0.505
S4 2.165 -2.371 -0.877
O1 2.755 -2.928 0.312
O2 2.973 -2.286 -2.061
N1 1.582 -0.834 -0.599
C8 2.604 0.211 -0.777
C9 2.322 1.327 0.184
O3 3.117 2.188 0.427
O4 1.072 1.267 0.698
H1 -3.441 -4.864 -3.096
H2 -3.927 -4.253 -1.504
H3 -3.304 -5.895 -1.663
H4 -1.491 -3.657 -3.790
H5 0.730 -2.650 -3.303
H6 0.458 -4.009 0.751
H7 -1.792 -4.954 0.285
H8 2.586 0.639 -1.779
H9 3.613 -0.140 -0.596
N2 -0.976 -2.052 2.317
C10 -0.565 -2.756 3.365
C11 0.814 -2.628 3.464
C12 1.168 -1.824 2.394
N3 0.069 -1.490 1.699
H10 -1.949 -1.964 1.945
H11 -1.278 -3.302 3.970
H12 1.469 -3.060 4.205
H13 2.140 -1.483 2.079

Properties
HOMO (alpha / beta) = -8.413 / -8.406 eV
Lowest unoccupied orbital energy (alpha / beta) = -2.04 / -2.05 eV
Spin multiplicity = 1
E = -77325.2649 eV

Entry 3:
Density functional theory data (the ωB97M-V functional and the def2-TZVPD basis) for a cluster of 2 separate species, C5H16NO2 in total in a non-equilibrium geometry.

Element x y z (Å)
C1 1.603 1.730 -0.497
C2 0.654 0.906 0.324
C3 -0.650 0.659 -0.543
C4 -1.660 -0.426 -0.179
C5 -2.263 -0.339 1.329
O1 -1.331 -0.953 2.107
N1 1.352 -0.394 0.672
H1 1.191 2.745 -0.559
H2 1.717 1.279 -1.471
H3 2.615 1.781 -0.065
H4 0.211 1.326 1.235
H5 -0.202 0.394 -1.495
H6 -1.233 1.571 -0.681
H7 -1.294 -1.427 -0.361
H8 -2.549 -0.269 -0.802
H9 -2.344 0.733 1.560
H10 -3.210 -0.837 1.477
H11 -1.615 -1.717 2.655
H12 0.710 -0.997 1.185
H13 2.126 -0.128 1.285
H14 1.704 -0.928 -0.135
H15 0.954 -2.152 -2.344
H16 1.900 -1.015 -2.724
O2 1.615 -1.540 -1.973

Properties
Total charge = +2
ΔE to the lowest compared entry with this formula, charge and spin = 24.2 kcal per mole
⟨S²⟩ = 0.754
HOMO (alpha / beta) = -19.301 / -19.296 eV
Lowest unoccupied orbital energy (alpha / beta) = -6.93 / -13.52 eV
Spin multiplicity = 2
E = -11009.7321 eV

Entry 4:
Density functional theory data (the ωB97M-V functional and the def2-TZVPD basis) for a structure of composition C35H24BClF2MnN2O3P in a non-equilibrium geometry.

Element x y z (Å)
Mn1 0.222 0.028 0.996
Cl1 3.640 -4.661 5.639
C1 2.825 -3.871 4.337
C2 2.747 -4.486 3.097
C3 2.077 -3.851 2.064
C4 1.509 -2.613 2.285
O1 0.845 -2.019 1.207
C5 1.592 -1.972 3.504
C6 1.024 -0.657 3.811
N1 0.466 0.160 3.013
C7 -0.131 1.352 3.576
C8 -0.209 1.624 4.924
C9 -0.933 2.756 5.306
C10 -1.539 3.575 4.391
C11 -1.458 3.328 2.998
C12 -2.039 4.179 2.036
C13 -1.674 4.043 0.715
C14 -0.855 2.810 0.275
N2 -0.699 1.737 1.261
C15 -0.723 2.184 2.645
C16 2.252 -2.630 4.540
H1 3.205 -5.454 2.943
H2 1.989 -4.312 1.088
H3 1.101 -0.387 4.858
H4 0.245 1.010 5.686
H5 -1.021 2.982 6.362
H6 -2.100 4.442 4.719
H7 -2.675 5.004 2.326
H8 -1.321 4.947 0.223
H9 0.102 3.044 -0.183
H10 2.320 -2.161 5.514
O2 -2.800 3.423 -0.391
C17 -1.998 2.554 -0.727
O3 -1.561 0.622 1.026
C18 -2.137 1.884 -2.008
C19 -3.163 2.358 -2.829
C20 -3.187 2.038 -4.172
C21 -2.144 1.289 -4.694
C22 -1.152 0.780 -3.870
C23 -1.170 1.006 -2.497
P1 -0.055 -0.065 -1.469
C24 1.473 0.113 -2.448
C25 2.130 1.330 -2.266
C26 3.296 1.618 -2.959
C27 3.819 0.684 -3.843
C28 3.182 -0.537 -4.017
C29 2.015 -0.826 -3.321
C30 -0.871 -1.668 -1.788
C31 -0.945 -2.298 -3.034
C32 -1.618 -3.499 -3.176
C33 -2.250 -4.082 -2.083
C34 -2.210 -3.454 -0.851
C35 -1.525 -2.254 -0.704
H11 -3.903 3.023 -2.404
H12 -3.978 2.405 -4.811
H13 -2.103 1.091 -5.759
H14 -0.354 0.197 -4.308
H15 1.735 2.064 -1.571
H16 3.798 2.563 -2.803
H17 4.728 0.904 -4.388
H18 3.598 -1.275 -4.690
H19 1.558 -1.798 -3.437
H20 -0.487 -1.862 -3.910
H21 -1.653 -3.979 -4.145
H22 -2.779 -5.019 -2.200
H23 -2.715 -3.890 0.002
H24 -1.531 -1.763 0.258
F1 2.087 -2.051 -0.827
B1 1.679 -1.418 0.253
F2 2.407 -0.343 0.704

Properties
Total charge = +1
⟨S²⟩ = 0.780
HOMO (alpha / beta) = -9.181 / -9.181 eV
Lowest unoccupied orbital energy (alpha / beta) = -3.45 / -3.45 eV
Spin multiplicity = 2
E = -105043.6235 eV

Entry 5:
Density functional theory data (the ωB97M-V functional and the def2-TZVPD basis) for an isolated molecule of C4H11BS in a non-equilibrium geometry.

Element x y z (Å)
C1 -2.738 -0.272 0.496
C2 -1.673 -0.080 -0.647
S1 -0.272 -1.181 -0.350
B1 1.235 -0.329 0.117
C3 1.229 1.254 0.235
C4 2.417 -1.308 0.508
H1 -3.634 -0.636 0.143
H2 -2.306 -1.057 1.087
H3 -2.761 0.623 1.206
H4 -1.535 0.939 -0.582
H5 -1.922 -0.334 -1.659
H6 0.938 1.718 -0.731
H7 2.077 1.781 0.752
H8 0.475 1.527 0.999
H9 2.864 -1.135 1.421
H10 3.215 -1.046 -0.249
H11 2.002 -2.418 0.447

Properties
ΔE to the lowest compared entry with this formula, charge and spin = 0.0 kcal per mole
HOMO = -9.329 eV
Lowest unoccupied orbital energy = 0.64 eV
Spin multiplicity = 1
E = -15837.9353 eV

Entry 6:
Density functional theory data (the ωB97M-V functional and the def2-TZVPD basis) for a structure of composition C3H6N4O3S2 in a non-equilibrium geometry.

Element x y z (Å)
C1 0.666 1.716 0.222
C2 1.001 -1.641 0.797
C3 2.026 0.187 -0.579
N1 1.674 1.543 -0.487
N2 0.093 0.583 0.788
N3 -1.785 -0.386 -1.270
N4 0.857 -0.391 0.190
O1 -2.127 -0.040 1.280
O2 1.963 -2.352 0.622
O3 -3.648 1.110 -0.302
S1 -0.669 -1.497 -1.236
S2 -3.133 -0.182 0.157
H1 0.347 2.697 0.664
H2 0.216 -1.938 1.494
H3 2.297 -0.173 -1.689
H4 2.988 0.003 0.042
H5 -0.836 0.393 1.273
H6 -1.930 0.368 -1.968

Properties
ΔE to the lowest compared entry with this formula, charge and spin = 10.3 kcal per mole
HOMO = -8.991 eV
Lowest unoccupied orbital energy = -1.76 eV
Spin multiplicity = 1
E = -36977.2928 eV

Entry 7:
Density functional theory data (the ωB97M-V functional and the def2-TZVPD basis) for the ion C4H7N2O5P with charge -2 in a non-equilibrium geometry.

Element x y z (Å)
O1 0.341 2.439 -0.913
C1 0.517 1.759 0.081
O2 0.538 2.227 1.230
C2 0.533 0.219 -0.066
P1 2.056 -0.746 -0.152
O3 2.882 -0.222 0.994
O4 2.561 -1.023 -1.515
O5 1.500 -2.218 0.350
N1 -0.215 -0.295 1.056
C3 -1.603 -0.123 0.695
C4 -1.677 -0.233 -0.878
N2 -0.257 -0.167 -1.317
H1 1.261 -1.867 1.211
H2 0.144 0.441 1.775
H3 -2.020 0.831 0.900
H4 -2.136 -1.015 1.012
H5 -2.028 -1.205 -1.143
H6 -2.306 0.385 -1.450
H7 -0.090 0.812 -1.870

Properties
Total charge = -2
ΔE to the lowest compared entry with this formula, charge and spin = 27.3 kcal per mole
HOMO = -0.865 eV
Lowest unoccupied orbital energy = 6.37 eV
Spin multiplicity = 1
E = -26769.6806 eV

Entry 8:
Density functional theory data (the ωB97M-V functional and the def2-TZVPD basis) for a cluster of 2 separate species, C2H9NOP in total in a non-equilibrium geometry.

Element x y z (Å)
C1 -1.572 -0.883 0.308
C2 0.785 1.267 0.442
N1 -1.329 0.415 -0.344
O1 2.037 -1.075 0.100
P1 2.127 0.471 -0.265
H1 -1.710 -0.850 1.438
H2 -2.238 -1.546 -0.165
H3 -0.652 -1.431 0.290
H4 0.572 2.294 0.239
H5 0.430 1.021 1.411
H6 -1.244 0.408 -1.335
H7 -2.124 0.991 -0.306
H8 2.802 -1.519 -0.054
H9 2.117 0.437 -1.759

Properties
Total charge = +1
ΔE to the lowest compared entry with this formula, charge and spin = 50.7 kcal per mole
HOMO = -13.897 eV
Lowest unoccupied orbital energy = -5.91 eV
Spin multiplicity = 1
E = -15037.0039 eV

Entry 9:
Density functional theory data (the ωB97M-V functional and the def2-TZVPD basis) for an isolated molecule of C23H31N3O3.

Element x y z (Å)
C1 -0.703 -6.089 0.133
C2 -1.989 -5.286 0.269
O1 -1.825 -3.954 -0.222
C3 -1.279 -3.062 0.609
O2 -0.957 -3.316 1.741
C4 -1.193 -1.677 -0.030
C5 -2.645 -1.147 0.033
C6 -2.845 0.318 -0.377
C7 -2.963 1.267 0.823
C8 -3.129 2.682 0.349
C9 -2.019 3.482 0.109
C10 -2.168 4.773 -0.367
C11 -3.432 5.281 -0.613
C12 -4.545 4.491 -0.380
C13 -4.392 3.201 0.096
C14 -0.213 -0.815 0.772
C15 1.220 -1.350 0.665
N1 1.617 -1.466 -0.717
C16 2.563 -0.722 -1.344
O3 2.669 -0.703 -2.560
C17 3.509 0.026 -0.491
C18 4.255 -0.405 0.626
N2 5.097 0.527 1.017
N3 4.932 1.553 0.189
C19 5.676 2.770 0.373
C20 4.854 3.816 1.122
C21 3.996 1.296 -0.741
C22 0.741 -2.306 -1.505
C23 -0.694 -1.785 -1.476
H1 -0.879 -7.113 0.447
H2 -0.365 -6.086 -0.901
H3 0.072 -5.658 0.762
H4 -2.787 -5.715 -0.340
H5 -2.299 -5.241 1.318
H6 -3.015 -1.280 1.053
H7 -3.243 -1.789 -0.617
H8 -2.030 0.655 -1.019
H9 -3.762 0.402 -0.963
H10 -2.074 1.188 1.449
H11 -3.828 0.974 1.423
H12 -1.030 3.092 0.302
H13 -1.295 5.384 -0.546
H14 -3.549 6.288 -0.984
H15 -5.534 4.882 -0.568
H16 -5.265 2.589 0.279
H17 -0.504 -0.808 1.823
H18 -0.233 0.204 0.386
H19 1.896 -0.674 1.188
H20 1.276 -2.335 1.140
H21 4.226 -1.353 1.126
H22 6.568 2.512 0.947
H23 5.975 3.152 -0.607
H24 5.444 4.717 1.267
H25 4.559 3.431 2.095
H26 3.958 4.072 0.562
H27 3.731 2.000 -1.503
H28 1.126 -2.312 -2.527
H29 0.778 -3.324 -1.099
H30 -1.337 -2.454 -2.047
H31 -0.719 -0.800 -1.945

Properties
ΔE to the lowest compared entry with this formula, charge and spin = 44.8 kcal per mole
HOMO = -8.999 eV
Lowest unoccupied orbital energy = 0.61 eV
Spin multiplicity = 1
E = -34968.0092 eV

Entry 10:
Density functional theory data (the ωB97M-V functional and the def2-TZVPD basis) for a structure of composition C33H36FN4O3PRuSSi.

Element x y z (Å)
Ru1 -0.189 0.205 1.396
C1 -2.413 3.263 1.367
C2 -2.525 2.187 2.400
C3 -3.185 2.368 3.591
C4 -3.208 1.331 4.534
C5 -2.605 0.125 4.275
C6 -1.997 -0.039 3.027
N1 -1.975 0.986 2.120
N2 -1.280 -1.093 2.550
Si1 -1.433 -2.763 3.039
C7 -3.221 -3.239 2.858
C8 -0.873 -3.090 4.782
C9 -0.359 -3.756 1.882
H1 -3.400 3.648 1.111
H2 -1.936 2.884 0.469
H3 -1.817 4.095 1.749
H4 -3.665 3.315 3.793
H5 -3.683 1.496 5.494
H6 -2.556 -0.665 5.011
H7 -3.844 -2.710 3.586
H8 -3.357 -4.312 3.023
H9 -3.588 -2.994 1.858
H10 -1.603 -2.763 5.526
H11 0.078 -2.600 5.002
H12 -0.735 -4.168 4.910
H13 -0.356 -3.343 0.869
H14 -0.742 -4.779 1.813
H15 0.670 -3.833 2.250
N3 1.575 -1.046 1.415
C10 2.819 -0.710 0.730
C11 3.469 0.467 1.059
C12 4.701 0.737 0.479
C13 5.265 -0.155 -0.427
C14 4.581 -1.317 -0.770
C15 3.353 -1.598 -0.186
S1 6.875 0.183 -1.160
O1 7.445 1.192 -0.289
O2 7.534 -1.108 -1.147
O3 6.551 0.667 -2.502
H16 1.346 -2.026 1.292
H17 1.700 -0.871 2.414
H18 3.018 1.145 1.776
H19 5.256 1.631 0.736
H20 5.036 -2.007 -1.469
H21 2.826 -2.519 -0.425
N4 0.351 1.310 -0.049
P1 -0.170 0.972 -1.548
C16 -1.167 2.317 -2.202
C17 -0.900 3.610 -1.754
C18 -1.596 4.683 -2.291
C19 -2.551 4.466 -3.274
C20 -2.810 3.180 -3.730
C21 -2.118 2.103 -3.198
C22 1.155 0.702 -2.702
C23 2.454 1.047 -2.336
C24 3.488 0.886 -3.249
C25 3.211 0.390 -4.515
C26 1.911 0.057 -4.884
C27 0.876 0.210 -3.979
C28 -1.194 -0.515 -1.531
C29 -0.610 -1.760 -1.774
C30 -1.363 -2.917 -1.622
C31 -2.688 -2.835 -1.216
C32 -3.269 -1.599 -0.958
C33 -2.525 -0.440 -1.113
H22 -0.145 3.767 -0.992
H23 -1.389 5.688 -1.946
H24 -3.096 5.303 -3.692
H25 -3.550 3.015 -4.503
H26 -2.323 1.100 -3.554
H27 2.654 1.421 -1.339
H28 4.515 1.104 -2.970
H29 4.025 0.255 -5.216
H30 1.706 -0.330 -5.875
H31 -0.136 -0.059 -4.261
H32 0.426 -1.817 -2.085
H33 -0.914 -3.881 -1.821
H34 -3.273 -3.739 -1.101
H35 -4.301 -1.539 -0.637
H36 -2.975 0.524 -0.907
F1 0.736 0.897 3.014

Properties
⟨S²⟩ = 6.020
HOMO (alpha / beta) = -7.572 / -7.572 eV
Lowest unoccupied orbital energy (alpha / beta) = -0.73 / -2.33 eV
Spin multiplicity = 5
E = -80209.8424 eV

Entry 11:
Density functional theory data (the ωB97M-V functional and the def2-TZVPD basis) for a cluster of 2 separate species, C4H7ClFN in total in a non-equilibrium geometry.

Element x y z (Å)
C1 0.294 0.765 -0.616
C2 0.123 -2.189 0.738
C3 -1.221 2.503 -0.015
C4 1.137 -1.776 -0.259
N1 -0.677 1.169 -0.003
F1 2.381 -1.555 0.178
Cl1 1.405 1.485 -1.687
H1 -0.728 -1.506 0.734
H2 -0.259 -3.188 0.526
H3 0.563 -2.174 1.733
H4 -2.214 2.466 -0.462
H5 -0.589 3.195 -0.581
H6 -1.312 2.843 1.016
H7 1.097 -2.038 -1.303

Properties
ΔE to the lowest compared entry with this formula, charge and spin = 74.3 kcal per mole
HOMO (alpha / beta) = -8.052 / -7.734 eV
Lowest unoccupied orbital energy (alpha / beta) = 0.88 / -0.05 eV
Spin multiplicity = 1
E = -20987.5961 eV

Entry 12:
Density functional theory data (the ωB97M-V functional and the def2-TZVPD basis) for a cluster of 23 separate species, H46O23 in total in a non-equilibrium geometry.

Element x y z (Å)
O1 1.366 -1.546 -3.570
H1 2.218 -1.165 -3.538
H2 1.274 -2.062 -2.772
O2 -1.254 1.076 -0.061
H3 -1.730 1.725 0.552
H4 -0.936 1.575 -0.845
O3 -2.296 -3.637 0.507
H5 -2.436 -2.922 -0.079
H6 -3.155 -4.058 0.593
O4 3.160 2.475 3.336
H7 3.998 2.006 3.223
H8 2.562 1.706 3.539
O5 -2.492 -1.461 -0.898
H9 -2.286 -1.460 -1.924
H10 -2.090 -0.603 -0.638
O6 -1.314 -2.619 3.005
H11 -1.796 -1.835 3.303
H12 -1.702 -2.987 2.134
O7 -1.083 -4.748 -1.842
H13 -0.983 -4.243 -1.029
H14 -0.248 -4.898 -2.253
O8 -3.578 3.856 0.211
H15 -3.010 4.388 -0.358
H16 -4.366 3.598 -0.265
O9 -2.626 2.315 2.330
H17 -3.018 3.011 1.745
H18 -1.685 2.607 2.275
O10 2.479 2.975 0.664
H19 3.161 3.569 0.387
H20 2.771 2.813 1.667
O11 1.973 -0.045 3.611
H21 1.386 -0.177 2.804
H22 1.887 -0.734 4.255
O12 -0.090 3.593 2.318
H23 -0.489 4.348 1.882
H24 0.635 3.300 1.691
O13 -1.222 4.815 -0.599
H25 -0.599 4.058 -0.688
H26 -1.118 5.440 -1.296
O14 4.077 0.047 -3.967
H27 4.887 -0.173 -3.576
H28 3.918 0.967 -3.766
O15 -0.902 0.035 -3.452
H29 -0.126 -0.607 -3.614
H30 -1.481 -0.031 -4.278
O16 2.307 0.790 -1.611
H31 2.493 1.101 -0.651
H32 1.625 0.077 -1.585
O17 -0.257 2.380 -2.187
H33 -0.388 1.606 -2.719
H34 0.745 2.436 -2.156
O18 5.047 0.127 2.215
H35 4.285 -0.409 2.559
H36 4.759 0.417 1.342
O19 -2.772 -2.967 -3.076
H37 -3.119 -3.022 -3.929
H38 -2.146 -3.679 -2.900
O20 1.030 -2.046 -0.863
H39 0.714 -1.318 -0.296
H40 0.507 -2.749 -0.434
O21 0.982 -4.723 0.375
H41 0.616 -5.605 0.419
H42 1.281 -4.321 1.199
O22 -2.968 -0.434 3.163
H43 -2.458 0.328 3.505
H44 -3.343 -0.158 2.311
O23 0.202 -0.625 1.573
H45 -0.375 -1.360 2.001
H46 -0.407 -0.133 1.018

Properties
ΔE to the lowest compared entry with this formula, charge and spin = 23.2 kcal per mole
HOMO = -10.834 eV
Lowest unoccupied orbital energy = -0.03 eV
Spin multiplicity = 1
E = -47842.6338 eV